1.
Density functional theory data (wB97M-V/def2-TZVPD) for a structure of composition C5H6O2.

```
13
C5H6O2, DFT wB97M-V/def2-TZVPD
O -2.2602 0.0156 0.7017
C -1.4286 0.8905 -0.0276
C -0.0341 0.3609 -0.1298
C 0.8767 -0.2208 0.8784
C 2.0090 -0.3500 -0.1505
C 0.7627 -0.2475 -1.0309
O 0.6297 -0.8564 1.8788
H -1.8568 -0.1188 1.5711
H -1.4029 1.8924 0.4324
H -1.8702 1.0049 -1.0215
H 2.6162 -1.2553 -0.0896
H 2.6402 0.5360 -0.2739
H 0.5200 -0.7345 -1.9659
```

natural (NBO) atomic charge list, values in e, 5 entries: atom 1 (O): -0.70, atom 2 (C): -0.10, atom 3 (C): -0.10, atom 4 (C): 0.54, atom 5 (C): -0.50

=====

2.
Density functional theory data (wB97M-V/def2-TZVPD) for a cluster of 3 separate species, C5H8O2 in total.

```
15
C5H8O2, DFT wB97M-V/def2-TZVPD
C 0.7181 -1.6730 0.1358
C -0.0230 -1.5719 1.1899
C -0.7579 -1.8159 -0.0909
H 1.6844 -1.6380 -0.3417
H -0.1371 -1.3864 2.2459
H -1.3248 -0.9958 -0.5480
H -1.1877 -2.8011 -0.2960
C 0.0335 1.2063 -1.8111
O 1.1326 0.8865 -1.4293
H -0.5908 0.5456 -2.4395
H -0.4142 2.1826 -1.5429
C 0.2246 1.7592 1.2540
O -0.8898 1.3325 1.4313
H 1.1215 1.1198 1.3307
H 0.4043 2.8211 0.9893
```

natural (NBO) atomic charge list, values in e, 5 entries: atom 1 (C): -0.19, atom 2 (C): -0.18, atom 3 (C): -0.43, atom 4 (H): 0.23, atom 5 (H): 0.23

=====

3.
Density functional theory data (wB97M-V/def2-TZVPD) for a cluster of 2 separate species, C3H11N3O in total.

```
18
C3H11N3O, DFT wB97M-V/def2-TZVPD
N 2.7205 1.4584 0.9604
C 1.2800 1.6046 0.7632
C 0.9565 1.5572 -0.7041
O 0.0019 0.9808 -1.1601
H 2.9826 1.6410 1.9184
H 3.0184 0.5168 0.7418
H 0.9772 2.6019 1.1054
H 0.6523 0.8751 1.2842
H 1.6420 2.0999 -1.3823
N -1.6523 -1.8141 -1.3046
C -2.1608 -1.7499 0.0496
N -1.1713 -1.6988 1.1360
H -1.1711 -0.9435 -1.5087
H -0.9622 -2.5543 -1.3665
H -2.7879 -0.8613 0.1358
H -2.7979 -2.6168 0.2239
H -0.8086 -2.6241 1.3326
H -0.3753 -1.1425 0.8436
```

natural (NBO) atomic charge list, values in e, 5 entries: atom 1 (N): -0.83, atom 2 (C): -0.33, atom 3 (C): 0.44, atom 4 (O): -0.54, atom 5 (H): 0.37

=====

4.
Density functional theory data (wB97M-V/def2-TZVPD) for an isolated molecule of C18H19N3O5 at a distorted geometry.

```
45
C18H19N3O5, DFT wB97M-V/def2-TZVPD
C -4.2168 5.4679 -2.7679
O -2.8407 5.4252 -2.4818
C -2.3180 4.3034 -1.8942
C -3.0873 3.1837 -1.5871
C -2.5377 2.0588 -1.0068
C -1.1787 2.0328 -0.7159
C -0.5728 0.8703 -0.1068
N -1.2185 -0.2261 0.2037
O -0.2843 -1.0525 0.7485
C 0.8768 -0.3865 0.7250
C 2.1164 -1.0050 1.2652
N 2.1532 -2.4356 1.0710
C 2.2398 -2.8869 -0.2954
C 1.9995 -3.2305 2.1647
O 1.7985 -2.7522 3.2691
C 2.1174 -4.6881 1.9681
C 3.1040 -5.4257 1.2468
C 2.8262 -6.7347 1.4686
O 1.7474 -6.8639 2.2638
C 1.3268 -5.6276 2.5845
C 0.1386 -5.4678 3.4577
N 0.7607 0.7939 0.2058
C -0.3991 3.1447 -1.0108
C -0.9397 4.2839 -1.5936
O -0.0299 5.2710 -1.8201
C -0.4148 6.5485 -2.2755
H -4.8219 5.3715 -1.8610
H -4.5051 4.6929 -3.4851
H -4.3881 6.4481 -3.2112
H -4.1423 3.1851 -1.8084
H -3.1485 1.2015 -0.7769
H 2.1506 -0.8352 2.3495
H 2.9770 -0.5206 0.7935
H 3.2609 -2.7832 -0.6754
H 1.5786 -2.2857 -0.9224
H 1.9323 -3.9263 -0.3707
H 3.9194 -5.0300 0.6774
H 3.3007 -7.6355 1.1345
H 0.1655 -6.2030 4.2588
H -0.7805 -5.6153 2.8898
H 0.1406 -4.4663 3.8776
H 0.6548 3.1371 -0.7856
H -0.8350 6.5126 -3.2826
H -1.1325 7.0197 -1.6006
H 0.5063 7.1313 -2.2877
```

natural (NBO) atomic charge list, values in e, 5 entries: atom 1 (C): -0.25, atom 2 (O): -0.51, atom 3 (C): 0.23, atom 4 (C): -0.29, atom 5 (C): -0.17

=====

5.
Density functional theory data (wB97M-V/def2-TZVPD) for an isolated molecule of C4H8N2OS at a distorted geometry.

```
16
C4H8N2OS, DFT wB97M-V/def2-TZVPD
C 2.1666 -0.7211 0.6000
N 1.5195 -1.1823 -0.6116
C 0.3448 -0.7928 -0.8892
N -0.4388 0.1162 -0.1121
C -0.0290 1.5142 -0.1824
O -1.7720 0.0608 -0.6250
C -2.6376 -0.4085 0.2828
S -4.2095 -0.5658 -0.0378
H 2.8179 0.1203 0.3515
H 1.4791 -0.4375 1.3856
H 2.8114 -1.5422 0.9702
H -0.1614 -1.1949 -1.7383
H 1.0078 1.6056 0.1485
H -0.0976 1.9426 -1.2032
H -0.6626 2.1431 0.4615
H -2.1385 -0.6577 1.1997
```

natural (NBO) atomic charge list, values in e, 5 entries: atom 1 (C): -0.46, atom 2 (N): -0.41, atom 3 (C): 0.24, atom 4 (N): -0.20, atom 5 (C): -0.43

=====

6.
Density functional theory data (wB97M-V/def2-TZVPD) for a structure of composition C53H49BF14Ge2N6O5PSn at a distorted geometry.

```
132
Properties=species:S:1:pos:R:3
Sn 1.8472 -0.8740 0.0302
C -0.7396 1.1847 5.4609
C 0.1324 0.7787 4.2596
Ge -0.4655 -0.9713 3.6705
C 0.4473 -2.3827 4.6492
C 0.1685 -2.3160 6.1574
C -2.3241 -0.7912 3.3380
C -3.0364 -0.4335 2.2653
Ge -2.5198 -0.1081 0.3371
C -2.9068 -1.7556 -0.6615
C -4.3085 -2.0429 -1.2051
C -3.1488 1.6697 -0.1954
C -4.6286 2.0291 -0.3272
C -4.5201 -0.2519 2.4607
C -5.4075 -0.4349 1.4046
C -6.7823 -0.3430 1.5736
C -7.3047 -0.0466 2.8199
C -6.4381 0.1808 3.8824
C -5.0694 0.0877 3.7041
H -0.4610 2.1850 5.7920
H -0.6174 0.5160 6.3141
H -1.8001 1.2102 5.2030
H 1.1873 0.7308 4.5271
H 0.0114 1.4912 3.4508
H 1.5085 -2.2287 4.4458
H 0.1735 -3.3594 4.2588
H 0.4918 -1.3699 6.5909
H 0.7136 -3.1103 6.6659
H -0.8906 -2.4507 6.3819
H -2.8740 -0.9080 4.2718
H -2.6149 -2.5607 0.0170
H -2.1720 -1.7433 -1.4588
H -5.0090 -2.3145 -0.4175
H -4.2708 -2.8893 -1.8950
H -4.7243 -1.1949 -1.7481
H -2.6491 1.8192 -1.1483
H -2.6614 2.3421 0.5180
H -5.1378 1.4013 -1.0629
H -4.7269 3.0644 -0.6618
H -5.1639 1.9413 0.6151
H -5.0309 -0.6604 0.4178
H -7.4394 -0.4968 0.7265
H -8.3754 0.0240 2.9628
H -6.8334 0.4383 4.8567
H -4.4279 0.3148 4.5447
N 3.0124 9.9373 2.5319
C 3.0421 8.7953 2.4054
C 3.0735 7.3623 2.2593
C 3.9172 6.5977 3.0593
C 3.9220 5.2190 2.9430
C 3.0936 4.6037 2.0158
C 2.2599 5.3622 1.2050
C 2.2452 6.7385 1.3313
N 3.0809 3.1820 1.9096
C 4.0737 2.3090 2.3148
C 3.5973 1.0614 2.0827
N 2.3161 1.1438 1.5720
C 2.0496 2.4234 1.4700
H 4.5606 7.0843 3.7796
H 4.5613 4.6328 3.5887
H 1.6365 4.8900 0.4578
H 1.5952 7.3356 0.7069
H 5.0364 2.6397 2.6618
H 4.1096 0.1199 2.1982
H 1.1216 2.8355 1.1078
F 5.8805 -0.7195 -1.5222
B 4.6338 -0.7042 -0.9899
F 3.6570 -1.3503 -1.8393
F 4.5430 -1.3651 0.2775
F 4.1352 0.6255 -0.7826
O -0.7208 0.3194 -0.1541
N -0.1320 -0.5046 -1.2041
F 1.9296 -5.8637 -5.3015
C 1.4404 -4.8565 -6.0329
F 0.3500 -5.3059 -6.6803
F 2.3543 -4.5375 -6.9655
C 1.0952 -3.6549 -5.1883
C 0.5435 -2.5453 -5.8164
C 0.1897 -1.4414 -5.0655
C 0.3775 -1.4448 -3.6810
C 0.9545 -2.5513 -3.0678
C 1.3154 -3.6576 -3.8234
P -0.1190 0.0191 -2.7536
C -1.6809 0.6023 -3.4554
C -2.5947 -0.2956 -4.0079
C -3.8155 0.1551 -4.4784
C -4.1327 1.5029 -4.3868
C -3.2301 2.4093 -3.8564
C -2.0050 1.9573 -3.3912
C -5.4983 1.9570 -4.8394
F -5.5572 3.2836 -5.0070
F -5.8503 1.3735 -5.9939
F -6.4261 1.6203 -3.9195
C 1.0605 1.3169 -3.2105
C 0.9254 2.0468 -4.3940
C 1.9254 2.9187 -4.7897
C 3.0694 3.0541 -4.0161
C 3.2239 2.3273 -2.8466
C 2.2167 1.4632 -2.4524
C 4.1478 4.0266 -4.4232
F 4.0249 5.1810 -3.7382
F 4.0820 4.3257 -5.7286
F 5.3681 3.5382 -4.1702
H 0.3896 -2.5500 -6.8880
H -0.2356 -0.5765 -5.5608
H 1.1147 -2.5801 -2.0043
H 1.7599 -4.5204 -3.3465
H -2.3421 -1.3448 -4.1015
H -4.5208 -0.5381 -4.9192
H -3.4803 3.4604 -3.8099
H -1.3003 2.6666 -2.9766
H 0.0486 1.9397 -5.0184
H 1.8215 3.4877 -5.7032
H 4.1227 2.4140 -2.2492
H 2.3603 0.9039 -1.5425
F -1.4034 -5.6610 -2.7989
C -1.0394 -5.8439 -1.5312
C -1.2101 -4.8869 -0.6257
N -0.8425 -5.0541 0.6997
C -0.8442 -3.9380 1.6107
C 0.1934 -2.9025 1.2195
O 0.9927 -3.1546 0.3192
O 0.2130 -1.7447 1.8284
C -0.1981 -6.2085 1.1328
O 0.2127 -6.3370 2.2678
N -0.0799 -7.1854 0.1726
C -0.4194 -7.1234 -1.1859
O -0.2007 -8.0331 -1.9402
H -1.6447 -3.9363 -0.9022
H -0.5844 -4.3437 2.5831
H -1.8270 -3.4704 1.6953
H 0.3906 -8.0286 0.4685
```

Summary:
Total charge: +1

Mulliken atomic charge list, values in e, 5 entries: atom 1 (Sn): 1.97, atom 2 (C): -1.32, atom 3 (C): -0.43, atom 4 (Ge): 0.49, atom 5 (C): -0.19

=====

7.
Density functional theory data (wB97M-V/def2-TZVPD) for a cluster of 2 separate species, C3H11NS in total.

```
16
C3H11NS, DFT wB97M-V/def2-TZVPD
C 0.4625 -1.3288 0.7260
N 0.3048 -0.2678 -0.2581
C 0.3528 1.0308 0.3791
C 1.2956 -0.3453 -1.3132
H -0.3245 -1.2065 1.4668
H 1.4487 -1.3173 1.2147
H 0.3648 -2.2852 0.2123
H 0.2159 1.8189 -0.3619
H -0.3682 1.1318 1.1868
H 1.3341 1.2403 0.8519
H 1.1324 0.4659 -2.0207
H 1.1859 -1.2945 -1.8421
H 2.3328 -0.3011 -0.9432
S -3.2129 1.4516 0.4847
H -2.3867 0.7169 -0.2815
H -4.1382 0.4903 0.4983
```

natural (NBO) atomic charge list, values in e, 5 entries: atom 1 (C): -0.41, atom 2 (N): -0.44, atom 3 (C): -0.43, atom 4 (C): -0.41, atom 5 (H): 0.20

=====

8.
Density functional theory data (wB97M-V/def2-TZVPD) for a structure of composition C26H33N4SbSe5Si2TcTe at a distorted geometry.

```
73
Properties=species:S:1:pos:R:3
Tc 1.4412 0.6021 -0.3642
Se -0.4837 7.9888 -0.6900
N 1.0501 7.1451 -0.7494
C 0.8109 5.8574 -0.6767
C 1.8361 4.8417 -0.7111
C 3.1990 5.1167 -0.8638
C 4.0831 4.0603 -0.8917
C 3.6060 2.7627 -0.7575
N 2.3150 2.4750 -0.6019
C 1.4344 3.5049 -0.5896
C 0.0408 3.1486 -0.4746
N -0.2385 1.8185 -0.4044
C -1.5203 1.4411 -0.3455
C -2.5726 2.3381 -0.3346
C -2.3012 3.6921 -0.3918
C -0.9717 4.1162 -0.4736
C -0.5770 5.5012 -0.5672
N -1.4143 6.5108 -0.5615
H 3.5347 6.1410 -0.9563
H 5.1439 4.2268 -1.0131
H 4.2916 1.9248 -0.7749
H -1.7013 0.3761 -0.3128
H -3.5886 1.9755 -0.2747
H -3.0932 4.4299 -0.3832
Se 3.8866 -2.5003 1.4579
Sb 5.2481 -4.1184 0.4163
Se 3.2327 -0.4327 -1.5403
Se 2.3449 -2.5469 -2.1172
Se 3.8284 -4.2856 -1.8836
C -1.3163 -4.5207 3.3977
Si -1.6241 -3.3784 1.9486
C -1.8401 -1.5649 2.4416
C -3.0289 -3.9221 0.8249
C 0.0742 -3.4733 0.9313
Te 0.3084 -1.9327 -0.4863
C -0.9792 -2.8640 -1.9116
Si -2.0541 -1.6926 -3.0350
C -3.5220 -1.1204 -2.0004
C -2.5253 -2.7320 -4.5163
C -0.8220 -0.3062 -3.4394
H -2.1730 -4.4968 4.0746
H -0.4330 -4.2454 3.9757
H -1.1956 -5.5568 3.0769
H -2.8939 -1.3473 2.6238
H -1.4890 -0.8723 1.6709
H -1.3091 -1.3320 3.3654
H -3.9476 -3.9809 1.4127
H -2.8641 -4.9174 0.4067
H -3.2249 -3.2292 0.0071
H 0.1086 -4.4079 0.3686
H 0.9118 -3.4281 1.6238
H -1.5876 -3.5669 -1.3459
H -0.3097 -3.4354 -2.5570
H -4.2990 -1.8874 -2.0037
H -3.9681 -0.2256 -2.4392
H -3.2853 -0.9035 -0.9562
H -3.0339 -3.6484 -4.2110
H -1.6614 -3.0131 -5.1203
H -3.2127 -2.1885 -5.1673
H -0.2994 0.0602 -2.5494
H -1.3077 0.5524 -3.9057
H -0.0692 -0.6689 -4.1440
C 2.5342 0.5822 4.3724
C 3.1548 1.5153 3.5496
C 2.9343 1.5023 2.1840
C 2.0744 0.5576 1.6058
C 1.4983 -0.4055 2.4493
C 1.7031 -0.3813 3.8190
H 2.7193 0.5958 5.4380
H 3.8208 2.2535 3.9756
H 3.4570 2.2291 1.5817
H 0.8764 -1.1882 2.0437
H 1.2354 -1.1257 4.4506
```

Summary:
Total charge: +3

Mulliken atomic charge list, values in e, 5 entries: atom 1 (Tc): -0.51, atom 2 (Se): 0.43, atom 3 (N): -0.82, atom 4 (C): 0.87, atom 5 (C): 0.30

=====

DFT total energy? In order: -344.520245, -345.628492, -360.383155, -1237.722296, -740.048926, -8886.358537, -573.808618, -14403.925894 Eh.